C18H19N3O5S | the ωB97M-V functional and the def2-TZVPD basis

Values from the calculation:
**Multiplicity**: 1
**Kohn-Sham gap**: 7.906 eV
**HOMO level**: -7.45 eV
**LUMO**: 0.5 eV
**Max |F|**: 1.330 eV/Å
**ΔE to the lowest compared entry with this formula, charge and spin**: 368.0 kJ/mol

Structure (XYZ):
```
46
Properties=species:S:1:pos:R:3:mulliken_charge:R:1
C 0.1094 -2.4283 -2.7785 -0.848
H -0.5441 -3.2309 -2.4245 0.330
H -0.4754 -1.5162 -2.9305 0.309
H 0.5674 -2.7282 -3.7201 0.279
O 1.1872 -2.2051 -1.8959 -0.482
C 0.9207 -1.6293 -0.6842 0.970
C -0.3765 -1.5320 -0.1891 -0.765
C -0.6295 -0.9135 1.0213 -1.184
C 0.4221 -0.4072 1.7777 0.020
C 1.7188 -0.5113 1.3071 0.355
C 1.9894 -1.1125 0.0608 0.486
O 3.3153 -1.1224 -0.2655 -0.527
C 3.7326 -1.4045 -1.5813 -0.709
H 3.2497 -0.7476 -2.3093 0.225
H 4.8070 -1.2187 -1.5797 0.280
H 3.5426 -2.4443 -1.8545 0.255
O 2.8160 -0.0314 1.9578 -0.407
C 2.6333 0.5908 3.2032 -0.965
H 2.0041 1.4839 3.1210 0.336
H 2.1969 -0.0939 3.9384 0.375
H 3.6292 0.8823 3.5333 0.233
H 0.2098 0.0814 2.7147 0.473
N -1.9365 -0.6757 1.4801 0.057
C -3.1030 -1.0347 0.8794 0.463
O -3.2254 -1.9537 0.1005 -0.632
C -4.2650 -0.0960 1.2069 -0.694
H -5.1677 -0.6744 1.3993 0.373
H -4.0380 0.5260 2.0714 0.288
C -4.4825 0.7866 -0.0431 -0.645
C -3.1673 1.0979 -0.6588 0.655
N -2.1355 1.6485 -0.0962 -0.438
C -1.1626 1.5315 -1.0553 0.539
N -1.6032 0.9614 -2.1496 -0.606
O -2.9092 0.6776 -1.8983 -0.152
C 0.1903 1.9300 -0.8361 0.018
C 0.7002 2.5495 0.2749 -0.322
C 2.0902 2.7374 0.1975 -0.795
C 2.6164 2.2549 -0.9613 -0.215
S 1.4274 1.5685 -1.9872 -0.141
H 3.6426 2.2594 -1.2703 0.471
H 2.6781 3.2054 0.9661 0.470
H 0.0808 2.8534 1.0989 0.599
H -5.0001 1.7069 0.2299 0.337
H -5.0680 0.2466 -0.7873 0.306
H -1.9865 0.0640 2.1665 0.244
H -1.2019 -1.9321 -0.7499 0.779
```

C18H19N3OS | the ωB97M-V functional and the def2-TZVPD basis

Values from the calculation:
**Multiplicity**: 1
**Kohn-Sham gap**: 8.366 eV
**HOMO level**: -7.83 eV
**LUMO**: 0.5 eV
**Max |F|**: 0.708 eV/Å
**ΔE to the lowest compared entry with this formula, charge and spin**: 87.1 kJ/mol

Structure (XYZ):
```
42
Properties=species:S:1:pos:R:3:mulliken_charge:R:1
C -5.0319 -1.0039 -1.6306 -0.890
N -4.5354 -0.5669 -0.3585 0.134
C -3.3043 -0.7939 0.1583 0.479
N -3.1463 -0.2365 1.3345 -0.434
C -4.3267 0.3842 1.6008 -0.848
C -5.1962 0.1975 0.5685 -0.102
H -6.2024 0.5273 0.4149 0.458
H -4.4623 0.9185 2.5187 0.445
S -2.0903 -1.7151 -0.6982 -0.360
C -0.9535 -2.0128 0.7029 -0.644
C 0.4801 -2.1580 0.2339 0.299
O 0.9062 -3.2656 -0.0081 -0.621
N 1.2883 -1.0451 0.1557 0.003
C 2.6890 -1.1732 0.1054 -0.362
C 3.4993 -2.2938 0.1775 -0.451
C 4.8700 -2.1036 0.1419 -0.676
C 5.4295 -0.8341 0.0394 -0.590
C 4.6270 0.2867 -0.0225 -0.554
C 3.2488 0.1151 0.0134 -0.174
C 2.1545 1.0386 -0.0262 1.310
C 0.9994 0.3324 0.0803 0.106
C -0.3476 0.9676 -0.0056 -0.207
H -0.7943 0.7265 -0.9764 0.321
C -0.2252 2.4879 0.1386 -1.263
C 0.9040 3.0450 -0.7201 -0.980
C 2.2394 2.5171 -0.2029 -0.673
H 2.4807 2.9888 0.7554 0.341
H 3.0463 2.7582 -0.8986 0.404
H 0.7632 2.7284 -1.7557 0.323
H 0.8951 4.1360 -0.6945 0.414
H -0.0290 2.7331 1.1845 0.353
H -1.1767 2.9451 -0.1384 0.422
H -1.0309 0.6203 0.7685 0.240
H 5.0538 1.2760 -0.0910 0.421
H 6.5041 -0.7282 0.0117 0.393
H 5.5187 -2.9651 0.1932 0.405
H 3.0855 -3.2847 0.2517 0.486
H -1.2419 -2.9738 1.1329 0.503
H -1.1155 -1.2158 1.4227 0.592
H -4.5046 -1.9107 -1.9274 0.325
H -4.8688 -0.2396 -2.3948 0.304
H -6.0992 -1.2098 -1.5561 0.345
```

C18H19N4O4 | the ωB97M-V functional and the def2-TZVPD basis

Values from the calculation:
**Total charge**: -1
**Multiplicity**: 1
**Kohn-Sham gap**: 7.118 eV
**HOMO level**: -4.36 eV
**LUMO**: 2.8 eV
**Max |F|**: 2.799 eV/Å

Structure (XYZ):
```
45
Properties=species:S:1:pos:R:3:mulliken_charge:R:1
C 4.9416 -2.4059 2.2372 -0.795
O 4.7703 -0.9774 2.1924 -0.458
C 3.6917 -0.5184 1.4932 0.917
C 3.5079 0.8839 1.5295 -0.749
C 2.3801 1.4605 0.9359 -0.432
C 1.4545 0.6239 0.2691 0.227
C 0.1613 0.9966 -0.4742 -0.427
C -1.0838 0.9324 0.3154 -0.478
C -2.1934 1.6707 -0.2680 0.217
O -2.0450 2.5326 -1.1743 -0.786
N -3.4868 1.3775 0.1810 0.047
C -4.6047 2.0431 -0.4463 -1.132
C -3.7778 0.2740 1.0015 0.639
O -4.9185 -0.0766 1.2605 -0.699
N -2.6797 -0.4230 1.5334 0.201
C -3.0577 -1.4041 2.5203 -1.157
C -1.3447 0.0588 1.4726 0.539
O -0.5364 -0.3309 2.3334 -0.713
C 1.6288 -0.7364 0.2921 -0.314
C 2.7596 -1.3376 0.8168 -0.762
H 5.8544 -2.5347 2.8194 0.229
H 4.0844 -2.8831 2.7306 0.329
H 5.0620 -2.8081 1.2174 0.300
H 4.3020 1.4281 2.0590 0.362
H 2.2769 2.5446 1.0448 0.419
H 0.1824 1.9409 -1.0211 0.950
H -5.5025 1.5700 -0.0770 0.401
H -4.5945 3.0952 -0.1797 0.297
H -4.5361 1.9445 -1.5265 0.306
H -2.1816 -1.9460 2.8467 0.360
H -3.5247 -0.8941 3.3585 0.337
H -3.7916 -2.0721 2.0819 0.320
H 0.8493 -1.3494 -0.1320 0.345
H 2.8830 -2.4170 0.7157 0.293
C 1.4031 1.4321 -3.4220 -1.164
C 0.5165 0.3275 -3.0902 0.706
N 0.2513 -0.6081 -4.0361 -0.810
C -0.5732 -1.5104 -3.4227 -0.624
C -0.8476 -1.0704 -2.1194 -0.372
N -0.1221 0.0624 -1.9191 0.512
H 1.3281 2.2141 -2.6687 0.291
H 2.4244 1.0307 -3.5044 0.186
H 1.1284 1.8187 -4.4167 0.354
H -0.8914 -2.4198 -3.9225 0.419
H -1.5481 -1.5391 -1.4370 0.370
```

C18H19N5O3 | the ωB97M-V functional and the def2-TZVPD basis

Values from the calculation:
**Multiplicity**: 1
**Kohn-Sham gap**: 8.337 eV
**HOMO level**: -8.16 eV
**LUMO**: 0.2 eV
**Max |F|**: 2.856 eV/Å
**ΔE to the lowest compared entry with this formula, charge and spin**: 0.0 kJ/mol

Structure (XYZ):
```
45
Properties=species:S:1:pos:R:3:mulliken_charge:R:1
O 1.1441 -3.8973 -0.5569 -0.590
O -3.5163 -1.1472 4.5008 -0.635
N 2.8749 -0.4742 -3.0207 -0.661
N 0.7489 0.5763 -1.4268 -0.337
O 0.2648 6.9747 -1.8176 -0.538
C 1.1246 -2.8973 -1.2296 0.276
C -2.6012 -1.8302 4.0703 0.012
C 2.5388 0.8562 -2.9810 -0.821
C 1.4979 1.3824 -2.1914 0.653
C 2.0627 -1.2236 -2.3280 0.009
C 1.0583 -0.7233 -1.5160 0.604
C -0.3437 4.6344 -1.5887 -0.255
C 1.7993 5.1704 -2.4492 -0.573
C -0.0975 3.2783 -1.7670 -0.783
C 2.1140 3.8232 -2.5500 -0.639
C 0.5858 5.6416 -1.9652 0.618
C 1.1654 2.8457 -2.1921 0.779
N -2.3466 -3.0341 4.6873 -0.374
N 2.0268 -2.6039 -2.2300 -0.167
N 0.4424 -1.7494 -0.8427 0.213
C -2.5102 -2.2755 1.5713 -0.968
C -0.3631 -2.0336 2.8701 -0.982
C -1.5653 -2.5321 0.4008 -0.729
C 0.4324 -1.5833 1.6276 -0.837
C -1.8277 -1.5491 2.7707 0.525
C -0.3932 -1.5298 0.3311 -0.114
H -0.6692 7.0512 -1.5949 0.289
H 3.1601 1.4887 -3.5871 0.346
H -1.3150 4.9374 -1.1833 0.236
H 2.5295 5.9269 -2.6697 0.390
H -0.8129 2.5233 -1.4204 0.357
H 3.1228 3.5908 -2.8707 0.266
H -3.0606 -3.3615 5.3550 0.259
H -1.8234 -3.7308 4.1524 0.224
H 2.8878 -3.1368 -2.3254 0.328
H -2.9591 -3.2070 1.8735 0.339
H -3.3036 -1.6559 1.2703 0.345
H -0.3200 -3.1238 2.9796 0.386
H 0.1357 -1.5789 3.7301 0.384
H -1.1918 -3.5905 0.4709 0.336
H -2.1446 -2.4422 -0.5562 0.353
H 0.7646 -0.5652 1.8164 0.310
H 1.3070 -2.2227 1.4853 0.318
H -1.8166 -0.4840 2.5953 0.451
H -0.8069 -0.5186 0.3017 0.397
```

C18H19N5O3S2 | the ωB97M-V functional and the def2-TZVPD basis

Values from the calculation:
**Multiplicity**: 1
**Kohn-Sham gap**: 8.178 eV
**HOMO level**: -9.32 eV
**LUMO**: -1.1 eV
**Max |F|**: 1.346 eV/Å
**ΔE to the lowest compared entry with this formula, charge and spin**: 69.3 kJ/mol

Structure (XYZ):
```
47
Properties=species:S:1:pos:R:3:mulliken_charge:R:1
O 1.8104 3.0744 -1.3758 -0.713
C 1.0103 2.1744 -1.5466 -0.218
N 1.3505 0.9423 -1.9684 -0.016
H 0.6520 0.2035 -1.9687 0.344
C 2.7329 0.5029 -1.9829 -1.511
C 3.0306 -0.1997 -0.6855 0.946
C 3.0269 -1.5858 -0.5787 -0.479
N 3.1993 -2.2338 0.5608 -0.549
C 3.3854 -1.5251 1.6612 -0.343
C 3.4050 -0.1387 1.6778 -0.629
C 3.2194 0.5337 0.4820 -0.170
H 3.2171 1.6135 0.4424 0.522
H 3.5611 0.3989 2.6003 0.437
H 3.5259 -2.0978 2.5688 0.390
H 2.8799 -2.2071 -1.4533 0.370
H 2.8858 -0.1643 -2.8339 0.436
H 3.3562 1.3949 -2.0890 0.508
C -0.4804 2.3600 -1.2683 0.706
C -0.8942 1.5026 -0.0439 -1.316
N -2.0438 0.6775 -0.3014 0.411
S -1.7461 -0.8953 -0.7142 1.507
O -0.6276 -1.0219 -1.6246 -0.849
O -2.9763 -1.5053 -1.1093 -0.819
C -1.1984 -1.5833 0.8425 -0.040
C -0.1141 -2.4124 0.8961 -0.586
C 0.3074 -3.0010 2.1057 -0.790
C -0.3577 -2.7707 3.2790 -0.828
C -1.4808 -1.9256 3.2547 0.778
N -2.2652 -1.5738 4.2749 -0.698
S -3.4104 -0.5938 3.7305 0.173
N -2.9848 -0.5469 2.1838 -0.474
C -1.9119 -1.3182 2.0180 0.800
H -0.0517 -3.2172 4.2113 0.451
H 1.1747 -3.6415 2.0848 0.537
H 0.4274 -2.6109 -0.0151 0.586
C -3.1983 1.3460 -0.8532 -0.875
H -3.6541 1.9404 -0.0548 0.291
C -2.8390 2.2307 -2.0656 -0.717
C -1.3779 2.0168 -2.4603 -0.883
H -1.2335 0.9784 -2.7607 0.265
H -1.1208 2.6560 -3.3061 0.492
H -3.4861 1.9912 -2.9091 0.387
H -2.9888 3.2825 -1.8146 0.369
H -3.8897 0.5507 -1.1288 0.434
H -1.1242 2.1498 0.8095 0.230
H -0.0852 0.8299 0.2565 0.485
H -0.6170 3.4191 -1.0276 0.646
```

> The highest max |F| belongs to which entry?

C18H19N5O3